{"formula": "F6H24O12P", "method": "the ωB97M-V functional and the def2-TZVPD basis", "max_force_ha_per_bohr": 0.2745, "energy_ha": -1857.167646, "spin_multiplicity": 1, "homo_ev": -6.041, "orbital_gap_ev": 8.63, "relative_energy_ev": 28.400, "total_charge": -1, "symbols": ["P", "F", "F", "F", "F", "F", "F", "O", "H", "H", "O", "H", "H", "O", "H", "H", "O", "H", "H", "O", "H", "H", "O", "H", "H", "O", "H", "H", "O", "H", "H", "O", "H", "H", "O", "H", "H", "O", "H", "H", "O", "H", "H"], "coordinates": [[-0.1738, 0.1772, -0.0955], [0.9843, 1.2617, 0.3708], [-1.1670, 0.7310, 1.0373], [-0.7653, 1.2917, -1.1299], [-1.2051, -0.9648, -0.6794], [0.8156, -0.3159, -1.3583], [0.2869, -1.0007, 0.9764], [-2.9088, -0.0495, 0.4289], [-3.1777, 0.7663, 0.0064], [-1.9625, -0.0908, 0.2906], [0.6365, -2.2847, -0.6789], [0.8663, -2.0087, -1.5662], [0.5409, -1.4671, -0.1904], [1.1572, 0.1009, 2.6068], [0.7701, -0.2845, 1.8208], [2.1016, 0.0499, 2.4590], [0.3633, 2.8751, -0.6305], [0.2401, 2.7236, 0.3066], [-0.2724, 2.2973, -1.0526], [0.5535, 1.1661, -2.7497], [1.1307, 1.9159, -2.6055], [0.3708, 0.8316, -1.8716], [3.2050, 0.7582, -0.0382], [2.4363, 0.4439, 0.4377], [3.2997, 1.6707, 0.2348], [-2.0659, -0.0188, 2.7620], [-1.1885, 0.3275, 2.5990], [-2.5098, 0.0447, 1.9163], [2.9204, -1.1817, -1.3232], [3.0074, -0.2287, -1.3440], [2.2207, -1.3725, -1.9479], [-2.2036, -2.4306, -0.5542], [-1.8314, -1.6855, -0.0824], [-3.0508, -2.1160, -0.8696], [-2.4373, 2.6022, 1.1435], [-1.9138, 1.8057, 1.0552], [-1.8382, 3.2417, 1.5286], [-0.4528, -1.7221, 2.8884], [0.4964, -1.8028, 2.9825], [-0.5724, -1.2298, 2.0762], [1.2939, -1.6320, -2.7161], [1.4663, -2.1097, -3.5275], [0.5332, -1.0864, -2.9158]], "forces_ev_per_angstrom": [[3.3162, 1.9519, -2.4231], [-1.7075, -5.5294, 1.3717], [8.1268, 0.7768, -1.4068], [-7.5481, -7.0031, 1.6186], [7.9487, 11.2530, -3.0806], [-1.6713, 3.3447, 6.6463], [-1.0255, 1.9342, -2.9782], [-4.6480, -0.8210, -1.3968], [-0.4668, 0.2993, -0.0676], [-4.6351, -0.7322, -0.3675], [-0.2101, -3.8696, 1.5534], [-0.6185, -2.4338, 1.7462], [2.1424, -5.7245, -2.4272], [1.8716, 1.9573, 2.3702], [1.7670, 1.1444, 2.4832], [0.3819, 0.2255, 0.1961], [1.6563, 7.4173, -0.1568], [-0.0900, 1.2716, -0.4734], [1.3432, 4.0384, 0.1235], [1.0780, 2.0258, -4.3808], [0.1862, 0.2724, -0.2568], [1.5152, 1.5184, -3.6187], [1.6325, 0.9021, 0.7663], [0.6669, -0.1096, -0.1057], [-0.0571, 0.3439, 0.0578], [-1.0249, 0.2142, 2.5707], [-0.6418, -0.2719, 1.9493], [-1.2434, -0.1379, 0.7142], [3.4731, -0.3438, 1.1306], [0.5458, -0.1577, -0.0897], [2.1854, 0.2555, 0.8491], [-5.0183, -7.3857, 0.0843], [-3.1253, -4.3006, 2.1540], [-0.3782, -0.1709, 0.2402], [-0.9097, 1.3765, -0.1706], [-1.1613, 1.8620, 0.3889], [-0.0512, 0.3100, 0.0543], [-0.4176, -2.1491, 1.5914], [0.0351, -0.2015, 0.1803], [-1.2481, -1.5330, 2.4526], [-2.2068, -1.7437, -8.9765], [0.3520, -0.5190, -0.2291], [-0.1194, 0.4427, -0.6873]]}